1.
Density functional theory data (ωB97M-V with the def2-TZVPD basis set) for an isolated molecule of C5H9NO3.

Last column: natural (NBO) charge in e.
CARTESIAN COORDINATES (ANGSTROEM)
C 0.29235 0.60968 0.00541  -0.2596
H 0.85979 0.80257 0.98830  0.2366
C 0.85418 -0.83739 -0.16810  0.0265
O -1.74484 1.35012 1.12885  -0.6957
C -0.17702 -1.71838 0.60807  0.6609
H -2.12170 -1.23011 1.26291  0.4177
O 0.11024 -2.89008 0.91703  -0.6269
H -1.75759 0.43036 -0.66889  0.1307
H 1.68815 1.61560 -1.34415  0.2326
C -1.22240 0.35874 0.31546  0.2606
N -1.23871 -0.94636 0.79235  -0.6030
C 0.62841 1.41032 -1.23411  -0.6040
H 2.09361 -1.92802 0.69209  0.4953
H 0.72737 -1.14555 -1.15306  0.1572
H 0.06441 2.23397 -1.10282  0.1943
O 2.11663 -1.02866 0.31652  -0.7036
H -1.50759 2.15463 0.74791  0.4738
H 0.33473 0.75855 -2.10377  0.2066

Values from the calculation:
HOMO level = -9.83 eV
Structure (SMILES) = C[C@H]1[C@H](O)NC(=O)[C@@H]1O
Net charge = 0
Kohn-Sham gap = 10.47 eV

2.
Density functional theory data (ωB97M-V with the def2-TZVPD basis set) for an isolated molecule of C5H9NO3.

Last column: natural (NBO) charge in e.
CARTESIAN COORDINATES (ANGSTROEM)
H 0.32936 -1.77594 0.92961  0.2225
H 1.03958 -1.65923 -1.22498  0.2042
C -1.62316 -1.15177 0.33234  -0.5995
C 0.50507 -0.73892 -0.95864  -0.2534
H -0.52763 2.72298 -0.95713  0.5016
C 1.00195 1.54960 -0.96409  0.4063
C 0.14607 0.32260 1.37709  0.8034
H -1.82424 -2.09275 -0.19078  0.2065
O -0.73508 1.02322 1.85074  -0.5774
H -0.24809 -0.58276 -1.74142  0.2036
H -2.12182 -0.34569 -0.21657  0.2202
O 1.42970 0.36487 1.82195  -0.6853
H -2.08455 -1.20526 1.32350  0.2254
C -0.11835 -0.90505 0.43559  -0.3478
H 1.63027 2.44924 -0.91353  0.1674
H 2.01512 -0.13131 1.21258  0.5021
O -0.29894 1.80606 -1.18765  -0.6873
N 1.48473 0.35011 -0.92865  -0.5123

Values from the calculation:
HOMO level = -10.23 eV
Structure (SMILES) = C[C@@H](C/N=C\O)C(=O)O
Net charge = 0
Kohn-Sham gap = 10.80 eV

Computed relative energies in units of eV: 1 0.332; 2 0.000

1.
Density functional theory data (ωB97M-V with the def2-TZVPD basis set) for a cluster of 2 separate species, C5H9NO3 in total.

Last column: natural (NBO) charge in e.
CARTESIAN COORDINATES (ANGSTROEM)
H -2.11587 -1.39677 0.72820  0.2058
H -0.43340 1.68899 -1.03190  0.2656
H -1.38239 0.03766 1.64835  0.2026
H -0.78628 -2.85988 -1.10923  0.4797
C -0.79419 -1.00539 -1.68737  -0.0723
H 0.14619 -1.06123 -2.26274  0.1684
C -0.49952 -0.34628 -0.34826  0.1831
H -1.49006 -0.36586 -2.24767  0.1904
N 0.46854 2.28936 1.75871  -0.4163
H 1.12558 0.84575 -1.09247  0.2579
O 2.81024 1.37352 1.62066  -1.0124
O -1.39175 -2.26628 -1.56458  -0.7034
H 2.08516 1.95628 2.31205  0.5255
O 0.00926 -1.23875 0.64044  -0.5035
C -1.29942 -0.67983 0.82813  -0.1109
C 0.61714 1.62932 0.77629  0.4028
C 0.21648 0.98947 -0.48739  -0.5418
H 2.71429 0.40991 1.51878  0.4787

Values from the calculation:
HOMO level = -9.97 eV
Structure (SMILES) = N#CC[C@]1(CO)CO1.O
Net charge = 0
Kohn-Sham gap = 10.52 eV

2.
Density functional theory data (ωB97M-V with the def2-TZVPD basis set) for a structure of composition C5H9NO3.

Last column: natural (NBO) charge in e.
CARTESIAN COORDINATES (ANGSTROEM)
C 0.76245 -0.16555 -0.49136  -0.3643
H 1.72907 -0.67106 -0.49903  0.2218
H -1.09015 0.35982 2.19000  0.1665
H 1.19995 0.72574 2.69197  0.4030
O -1.48775 -1.15727 -0.94269  -0.7630
C 0.49770 0.61349 -1.77139  -0.6040
C -0.43851 -1.18317 0.01031  0.7150
C -0.85830 0.42103 1.12746  -0.0561
C 0.53164 0.53732 0.79506  0.3551
O -0.15021 -2.24639 0.56460  -0.7220
N 1.48310 0.57333 1.73345  -0.7042
H -1.92658 -2.01509 -0.84755  0.5018
H 2.33342 0.04185 1.60466  0.4023
H -2.08007 0.59961 -0.32258  0.4962
H 0.44999 -0.07980 -2.60950  0.2267
H 1.29824 1.33554 -1.94193  0.2089
H -0.43687 1.16619 -1.72933  0.2224
O -1.81711 1.14441 0.43785  -0.7062

Values from the calculation:
HOMO level = -7.78 eV
Net charge = 0
Kohn-Sham gap = 7.89 eV

Computed relative energies in units of eV: 1 0.696; 2 0.000